# C3H9AsF7IN3OP

C3H9AsF7IN3OP as an isolated structure in a non-equilibrium geometry (the ωB97M-V functional and the def2-TZVPD basis, OMol25).

Geometry as XYZ:
```
26
Properties=species:S:1:pos:R:3:forces:R:3
N 0.60747 0.28765 1.72962 0.371 1.813 -1.571
C 0.50990 1.32427 0.62397 1.459 1.820 0.411
N -0.49252 1.31905 -0.51039 3.550 0.315 3.538
P -0.83385 -0.28713 -1.16480 -1.250 -3.416 -0.025
O 0.41369 -1.44443 -0.79781 -1.849 1.984 0.249
I -0.72729 0.05901 -3.64547 0.609 0.175 0.675
N 1.41569 2.37971 0.68417 -2.605 -2.085 -0.341
C 1.48566 3.52891 -0.29776 1.098 1.835 0.100
C 2.78906 3.28624 -1.30346 -0.950 -1.439 0.236
F 3.81657 2.54547 -0.48645 -2.102 2.008 -1.747
H 0.67290 0.73945 2.68119 0.042 -0.448 -1.565
H 1.41045 -0.37814 1.58459 -1.232 0.829 -0.075
H -1.35869 1.87323 -0.27253 1.177 -0.971 -0.258
H -0.07371 -2.18029 -0.28291 0.367 1.028 -0.720
H 2.11697 2.40276 1.48389 -1.249 -0.278 -1.526
H 0.49838 3.74527 -0.88713 1.968 -0.975 1.140
H 1.67636 4.50417 0.36448 -0.308 -2.216 -1.416
H 3.19255 4.29302 -1.74698 -0.531 -2.138 1.149
H 2.44009 2.52867 -2.15757 1.022 1.726 1.901
F -3.51107 -3.38941 1.98648 1.022 -0.969 -1.610
As -2.79422 -4.36078 0.62878 -1.354 -1.280 0.046
F -4.27911 -5.40749 0.59386 1.822 1.325 0.035
F -2.03080 -5.48406 1.83591 -0.757 1.521 -1.463
F -2.07769 -5.33293 -0.72880 -0.687 1.331 1.608
F -1.30938 -3.31448 0.66356 -0.707 -0.396 -0.145
F -3.55738 -3.23774 -0.57843 1.076 -1.100 1.373
```
Positions in Å, forces in eV/Å.

The calculation puts the HOMO-LUMO gap at 6.56 eV. For the relative energy (zero: lowest compared OMol25 entry of this formula, charge and spin), the calculation gives 78.0 kcal per mole. The value obtained for the LUMO energy is -2.945 eV.

Partial atomic charges computed with the Löwdin method, in multiples of e: atom 1 (N): 0.086, atom 2 (C): -0.203, atom 3 (N): -0.241, atom 4 (P): 0.516, atom 5 (O): -0.407, atom 6 (I): 0.297, atom 7 (N): 0.071, atom 8 (C): -0.129, atom 9 (C): -0.071, atom 10 (F): -0.141, atom 11 (H): 0.113, atom 12 (H): 0.119, atom 13 (H): 0.122, atom 14 (H): 0.042, atom 15 (H): 0.185, atom 16 (H): 0.139, atom 17 (H): 0.150, atom 18 (H): 0.139, atom 19 (H): 0.142, atom 20 (F): -0.311, atom 21 (As): 0.955, atom 22 (F): -0.306, atom 23 (F): -0.306, atom 24 (F): -0.307, atom 25 (F): -0.335, atom 26 (F): -0.320